A cluster of 8 separate species, C34H61NO23 in total in a non-equilibrium geometry, computed with ωB97M-V/def2-TZVPD.

Each atom is followed by the atoms it is bonded to, with distances in Å.
Positions of all 119 atoms, in Å:
1 C 0.438 0.221 3.480  C2 1.411, C6 1.384, H10 1.080
2 C -0.903 -0.182 3.658  C1 1.411, C3 1.347, H11 1.080
3 C -1.762 -0.221 2.621  C2 1.347, C4 1.395, H12 1.080
4 C -1.286 0.022 1.332  C3 1.395, C5 1.413, N7 1.449
5 C 0.084 0.290 1.111  C4 1.413, C6 1.363, H13 1.080
6 C 0.911 0.383 2.190  C1 1.384, C5 1.363, H14 1.080
7 N -2.155 -0.313 0.221  C4 1.449, O8 1.262, O9 1.223
8 O -1.637 -0.499 -0.915  N7 1.262
9 O -3.335 -0.525 0.457  N7 1.223
10 H 1.193 0.449 4.219  C1 1.080
11 H -1.240 -0.441 4.650  C2 1.080
12 H -2.756 -0.629 2.727  C3 1.080
13 H 0.540 0.605 0.184  C5 1.080
14 H 1.939 0.706 2.114  C6 1.080
15 C 8.720 2.140 1.667  C16 1.524, H22 1.090, H23 1.090, H24 1.090
16 C 7.242 2.416 1.919  C15 1.524, O17 1.387, H25 1.090, H26 1.090
17 O 6.502 1.446 1.259  C16 1.387, C18 1.324
18 C 5.194 1.246 1.259  O17 1.324, O19 1.236, O20 1.317
19 O 4.445 1.549 2.194  C18 1.236
20 O 4.857 0.624 0.148  C18 1.317, C21 1.408
21 C 3.534 0.283 -0.192  O20 1.408, H27 1.090, H28 1.090, H29 1.090
22 H 8.878 1.093 1.926  C15 1.090
23 H 9.414 2.759 2.237  C15 1.090
24 H 9.096 2.348 0.666  C15 1.090
25 H 6.951 3.373 1.487  C16 1.090
26 H 7.043 2.514 2.986  C16 1.090
27 H 2.963 1.174 -0.449  C21 1.090
28 H 2.900 -0.382 0.394  C21 1.090
29 H 3.523 -0.225 -1.157  C21 1.090
30 C 6.887 -1.238 -3.928  C31 1.561, H37 1.090, H38 1.090, H39 1.090
31 C 5.511 -1.551 -4.594  C30 1.561, O32 1.446, H40 1.090, H41 1.090
32 O 4.381 -1.555 -3.691  C31 1.446, C33 1.285
33 C 3.141 -1.650 -4.013  O32 1.285, O34 1.242, O35 1.342
34 O 2.746 -1.629 -5.189  C33 1.242
35 O 2.477 -1.958 -2.888  C33 1.342, C36 1.407
36 C 1.142 -2.398 -2.945  O35 1.407, H42 1.090, H43 1.090, H44 1.090
37 H 7.701 -1.962 -3.887  C30 1.090
38 H 6.844 -1.124 -2.845  C30 1.090
39 H 7.282 -0.304 -4.328  C30 1.090
40 H 5.710 -2.414 -5.230  C31 1.090
41 H 5.225 -0.811 -5.342  C31 1.090
42 H 0.659 -2.366 -3.922  C36 1.090
43 H 0.620 -1.778 -2.216  C36 1.090
44 H 1.357 -3.464 -2.883  C36 1.090
45 C -5.606 -2.187 3.703  C46 1.581, H52 1.090, H53 1.090, H54 1.090
46 C -6.297 -0.997 4.481  C45 1.581, O47 1.415, H55 1.090, H56 1.090
47 O -6.947 -0.086 3.615  C46 1.415, C48 1.369
48 C -7.426 1.116 4.061  O47 1.369, O49 1.225, O50 1.326
49 O -7.205 1.655 5.139  C48 1.225
50 O -8.275 1.582 3.155  C48 1.326, C51 1.426
51 C -9.203 2.588 3.555  O50 1.426, H57 1.090, H58 1.090, H59 1.090
52 H -5.327 -2.947 4.433  C45 1.090
53 H -4.738 -1.767 3.194  C45 1.090
54 H -6.331 -2.731 3.098  C45 1.090
55 H -5.437 -0.575 5.001  C46 1.090
56 H -6.955 -1.413 5.245  C46 1.090
57 H -8.645 3.465 3.882  C51 1.090
58 H -10.066 2.159 4.065  C51 1.090
59 H -9.701 2.814 2.612  C51 1.090
60 C -3.891 -2.952 -2.404  C61 1.511, H67 1.090, H68 1.090, H69 1.090
61 C -3.665 -3.218 -3.874  C60 1.511, O62 1.436, H70 1.090, H71 1.090
62 O -2.306 -3.408 -4.297  C61 1.436, C63 1.307
63 C -1.741 -4.555 -4.567  O62 1.307, O64 1.181, O65 1.410
64 O -2.194 -5.644 -4.623  C63 1.181
65 O -0.486 -4.265 -5.141  C63 1.410, C66 1.351
66 C 0.411 -5.209 -5.499  O65 1.351, H72 1.090, H73 1.090, H74 1.090
67 H -3.567 -3.786 -1.782  C60 1.090
68 H -4.709 -2.289 -2.122  C60 1.090
69 H -3.115 -2.268 -2.060  C60 1.090
70 H -4.220 -2.470 -4.439  C61 1.090
71 H -4.227 -4.150 -3.943  C61 1.090
72 H 1.286 -4.723 -5.932  C66 1.090
73 H -0.007 -5.871 -6.257  C66 1.090
74 H 0.738 -5.827 -4.663  C66 1.090
75 C -3.768 0.978 -2.593  C76 1.496, H82 1.090, H83 1.090, H84 1.090
76 C -5.080 1.695 -2.647  C75 1.496, O77 1.408, H85 1.090, H86 1.090
77 O -4.908 3.010 -2.175  C76 1.408, C78 1.428
78 C -4.993 4.152 -3.028  O77 1.428, O79 1.200, O80 1.402
79 O -5.112 4.176 -4.222  C78 1.200
80 O -4.822 5.257 -2.183  C78 1.402, C81 1.399
81 C -4.802 6.589 -2.612  O80 1.399, H87 1.090, H88 1.090, H89 1.090
82 H -2.932 1.524 -3.029  C75 1.090
83 H -3.860 0.074 -3.195  C75 1.090
84 H -3.684 0.611 -1.570  C75 1.090
85 H -5.855 1.200 -2.062  C76 1.090
86 H -5.417 1.759 -3.682  C76 1.090
87 H -4.071 6.773 -3.399  C81 1.090
88 H -4.545 7.383 -1.910  C81 1.090
89 H -5.816 6.867 -2.899  C81 1.090
90 C 2.094 -1.904 8.632  C91 1.619, H97 1.090, H98 1.090, H99 1.090
91 C 3.575 -2.222 8.062  C90 1.619, O92 1.459, H100 1.090, H101 1.090
92 O 3.508 -2.833 6.738  C91 1.459, C93 1.301
93 C 3.267 -2.113 5.682  O92 1.301, O94 1.282, O95 1.305
94 O 2.999 -0.865 5.564  C93 1.282
95 O 3.358 -2.961 4.694  C93 1.305, C96 1.473
96 C 3.180 -2.710 3.253  O95 1.473, H102 1.090, H103 1.090, H104 1.090
97 H 1.433 -2.760 8.497  C90 1.090
98 H 1.492 -1.198 8.062  C90 1.090
99 H 2.231 -1.408 9.593  C90 1.090
100 H 4.091 -2.921 8.721  C91 1.090
101 H 4.185 -1.319 8.042  C91 1.090
102 H 3.951 -2.116 2.762  C96 1.090
103 H 2.277 -2.101 3.206  C96 1.090
104 H 3.039 -3.718 2.862  C96 1.090
105 C 2.728 1.857 -4.193  C106 1.528, H112 1.090, H113 1.090, H114 1.090
106 C 1.312 2.426 -4.280  C105 1.528, O107 1.336, H115 1.090, H116 1.090
107 O 1.131 3.364 -3.346  C106 1.336, C108 1.376
108 C 0.799 3.094 -2.038  O107 1.376, O109 1.255, O110 1.361
109 O 0.485 1.955 -1.615  C108 1.255
110 O 0.908 4.248 -1.325  C108 1.361, C111 1.450
111 C 0.818 4.119 0.117  O110 1.450, H117 1.090, H118 1.090, H119 1.090
112 H 2.945 1.127 -4.973  C105 1.090
113 H 2.923 1.320 -3.265  C105 1.090
114 H 3.384 2.723 -4.284  C105 1.090
115 H 0.454 1.758 -4.347  C106 1.090
116 H 1.404 2.994 -5.206  C106 1.090
117 H -0.052 3.525 0.398  C111 1.090
118 H 0.996 5.066 0.626  C111 1.090
119 H 1.626 3.463 0.439  C111 1.090

Properties
frontier orbital gap (spin up / spin down): 3.762 / 7.330 eV
HOMO energy (spin up / spin down): -1.611 / -5.180 eV
total charge: -1
2S+1: 2
expectation value of S²: 0.77
energy: -3117.182441 hartree